C23H28Br51F3O6S as an isolated structure at a distorted geometry, computed with ωB97M-V with the def2-TZVPD basis set.

```
112
Properties=species:S:1:pos:R:3:forces:R:3:lowdin_charge:R:1
Br -7.424387 1.466121 8.018823 0.01 -0.02 0.04 0.583
Br -4.806170 -8.300403 5.108293 -0.01 0.02 0.00 0.581
Br -9.658550 -0.677442 7.303985 0.01 0.00 0.02 0.592
Br 9.921272 -2.984081 -5.953344 -0.05 -0.02 0.00 0.561
Br -1.507019 -4.866233 -5.493497 -0.01 0.00 0.02 0.579
Br -8.690789 3.327215 3.468498 0.00 -0.01 0.00 0.588
Br 9.521334 -5.558378 -2.618125 -0.06 0.02 -0.01 0.560
Br -0.751958 1.821750 14.980844 0.01 0.00 0.00 0.571
Br -6.030016 3.346856 5.198441 0.02 0.06 0.01 0.602
Br 0.680077 -8.064655 -2.400135 -0.04 0.00 -0.02 0.595
Br 4.147336 14.784295 -6.178141 -0.01 0.00 0.02 0.561
Br 12.818268 -2.377268 -7.121340 0.00 -0.01 0.00 0.572
Br -7.091233 -0.395167 5.446298 0.03 0.02 0.05 0.564
Br 12.455242 -3.089090 -4.042719 0.02 -0.02 0.02 0.559
Br 4.424634 2.967486 0.283906 -0.01 0.04 0.01 0.637
Br -2.152897 -7.492687 -7.169632 0.00 0.01 0.00 0.583
Br -2.189645 -4.644691 -8.590014 0.00 0.01 0.01 0.578
Br 4.875756 -3.099390 -7.617775 0.02 -0.02 -0.01 0.580
Br -7.442061 -0.650032 12.454198 0.01 0.01 0.01 0.584
Br -6.248554 5.188032 2.615067 -0.01 -0.04 -0.02 0.613
Br -2.906890 0.984082 3.496440 -0.48 0.58 0.35 0.730
Br -2.173713 3.952342 -2.509133 -0.04 0.04 0.06 0.553
Br -3.368926 2.320413 16.719901 0.01 0.01 -0.03 0.571
Br -0.476286 9.247894 -4.948400 -0.02 0.26 -0.03 0.540
Br 7.663376 -0.503961 1.670754 -0.01 -0.04 -0.03 0.579
Br 0.064743 -5.782010 -0.287612 0.23 -0.15 -0.05 0.702
Br 2.007593 -3.954464 -6.523795 0.00 -0.05 -0.06 0.589
Br -1.007787 6.027328 -4.641341 0.04 -0.25 0.12 0.546
Br -2.686874 -5.927374 5.129767 0.00 0.01 0.00 0.586
Br -5.055919 1.442385 12.230447 0.05 0.00 -0.04 0.589
Br 0.583577 0.150524 -7.461027 0.04 -0.06 0.03 0.590
Br 4.353212 -3.315762 -4.482821 -0.01 0.05 -0.02 0.573
Br 3.450866 1.014211 -8.548196 0.01 -0.06 0.04 0.594
Br -5.601055 1.019547 1.822835 -0.04 -0.01 0.00 0.572
Br -2.656568 -8.073665 2.776596 -0.01 -0.09 0.03 0.611
Br 1.557243 15.585786 -4.509587 0.02 -0.03 0.00 0.559
Br 9.177769 -6.309674 0.448572 0.01 -0.02 0.03 0.575
Br 1.795782 9.065171 -7.166400 -0.02 0.00 0.00 0.580
Br 1.522778 3.871106 -0.659302 0.03 0.01 0.14 0.592
Br 2.684000 1.071002 -1.584498 0.34 0.45 -0.10 0.627
Br 2.954121 -5.986354 -1.667086 -0.01 0.04 0.11 0.571
Br -3.121888 2.801076 0.938207 0.02 0.09 -0.07 0.553
Br 2.929436 0.785303 -5.416286 0.09 -0.01 0.08 0.568
Br 6.627329 -6.203655 -1.439954 0.00 -0.02 -0.06 0.549
Br -8.065712 2.468215 12.341921 0.01 0.00 0.00 0.576
Br 8.097083 0.032377 -1.439157 0.03 -0.03 -0.02 0.574
Br 2.738403 17.592591 -6.677070 0.01 0.00 0.01 0.575
Br 1.694023 11.558930 -5.190983 0.00 0.04 0.01 0.562
Br 0.427365 3.219919 -4.170963 -0.01 -0.04 -0.13 0.549
Br -2.328331 4.575559 14.730062 0.00 -0.04 0.00 0.567
Br 5.312767 -1.088967 -0.401503 0.12 -0.16 0.09 0.549
S 0.312030 -0.505545 1.667214 0.66 0.23 0.12 0.966
F -0.673325 -3.441470 -2.303212 1.15 0.86 -0.35 0.058
F 0.482861 -2.661047 -4.015471 0.04 -0.10 1.75 0.051
F 1.530664 -3.065643 -2.099846 -1.45 0.34 -0.50 0.083
O -0.892512 -0.622455 -3.086523 -0.12 0.15 0.35 0.015
O -1.740481 -1.388952 2.820723 0.09 -0.02 0.29 -0.260
O -2.943029 -2.591321 0.434732 0.47 0.30 -0.46 -0.019
O 0.375126 -0.258074 0.063736 -0.99 0.04 0.11 -0.355
O -1.323236 -0.768068 1.622611 0.04 -0.24 -0.44 -0.393
O 0.946330 -1.763024 1.972656 -0.20 -0.15 -0.02 -0.353
C -1.896427 -2.794132 2.658430 0.42 -0.34 -0.17 -0.140
C 0.085122 -1.148909 -2.208277 -0.82 -0.22 0.22 -0.244
C -2.623896 -4.760470 1.380761 -0.23 1.04 -0.07 -0.103
C -0.363634 -1.210652 -0.736118 1.06 -0.06 -0.70 -0.147
C 0.368355 -2.586907 -2.649656 0.45 -0.46 -1.23 -0.482
C 1.063396 -6.256751 -1.865982 0.00 -0.10 -0.08 -1.620
C 8.370346 -5.472108 -1.081098 0.03 0.04 0.02 -1.645
C 2.647641 2.391971 -0.182701 -0.10 -0.04 -0.07 -1.581
C 2.162941 1.194168 -7.134606 -0.13 0.08 -0.07 -1.635
C 1.341852 9.682740 -5.403822 0.06 -0.02 0.00 -1.639
C 3.590136 -2.913786 -6.203235 0.04 -0.02 0.02 -1.641
C -2.051145 -3.335327 1.256426 -0.32 -1.19 -0.06 -0.424
C -1.399138 -5.725102 -7.210778 0.01 -0.03 0.00 -1.660
C -2.467587 2.685064 15.061477 0.02 0.04 0.04 -1.663
C -8.323696 0.514855 6.604847 -0.06 -0.05 -0.08 -1.642
C -6.887245 1.059360 11.778911 -0.06 -0.01 0.04 -1.664
C 6.836315 0.006054 0.011165 -0.01 0.01 0.01 -1.661
C -1.243880 4.174066 -4.176905 0.00 -0.07 -0.12 -1.615
C 2.485720 15.751802 -6.186136 -0.01 0.00 -0.04 -1.659
C -7.200462 4.380662 4.078227 -0.01 0.02 -0.01 -1.596
C -3.025011 -7.757917 4.636617 0.01 -0.02 -0.01 -1.636
C 11.663979 -2.264578 -5.587517 0.00 0.02 0.00 -1.658
C -4.086884 2.039734 2.420605 0.10 -0.04 -0.02 -1.637
H 2.221619 1.927642 0.696020 0.00 -0.05 -0.02 -0.037
H 0.979989 -0.532667 -2.295042 -0.09 -0.39 -0.17 0.056
H 6.471442 1.014060 0.138345 -0.01 0.02 -0.02 -0.106
H -7.600444 5.180856 4.683208 0.00 0.01 0.00 -0.027
H -3.070673 2.266710 14.271206 -0.06 -0.02 -0.02 -0.097
H -2.743840 -3.091203 3.265597 -0.45 0.47 0.10 0.119
H -1.882433 -5.511951 1.608704 0.00 -0.17 0.19 -0.016
H 11.536249 -1.216745 -5.360401 0.01 0.02 0.00 -0.032
H 1.859556 2.231179 -7.106656 0.01 0.01 0.05 -0.042
H 1.978299 9.156331 -4.707724 0.00 -0.01 0.01 -0.027
H -6.942702 1.009832 10.701878 0.01 -0.04 -0.01 -0.121
H 0.722768 -5.611125 -2.662842 0.00 0.03 -0.01 -0.053
H -1.433995 -1.043807 -0.696269 -0.02 0.28 0.29 0.120
H -4.470427 2.847452 3.024525 0.04 0.09 -0.06 -0.136
H -3.405933 -4.710097 2.128033 -0.15 -0.46 0.29 0.066
H -8.835899 1.254270 6.004767 0.03 0.05 0.01 -0.058
H -2.529249 -2.556902 -0.449639 -0.57 -0.17 0.69 0.082
H 8.235554 -4.428464 -0.837629 -0.01 0.03 -0.01 -0.034
H 3.286214 -1.878399 -6.186425 -0.03 0.06 0.03 -0.109
H -1.783921 -0.694173 -2.706028 0.47 -0.02 -0.10 0.113
H 1.859048 15.302960 -6.942657 -0.01 -0.01 -0.01 -0.030
H -1.034713 -3.286612 3.101756 0.29 -0.14 -0.03 0.131
H -2.341852 -8.370275 5.206192 0.01 0.00 0.01 -0.031
H -0.350983 -5.831734 -7.451265 0.01 -0.01 0.00 -0.056
H -1.863126 3.727047 -4.940767 0.00 -0.02 -0.01 -0.028
H -0.107603 -2.193537 -0.356569 -0.18 -0.15 0.18 0.098
H -3.126083 -4.945516 0.441599 0.12 -0.46 -0.30 0.087
H -1.071070 -3.456601 0.805170 0.15 0.48 -0.17 0.071
```
Positions in Å, forces in eV/Å.

## Properties
LUMO energy, hartree: -0.01442
Orbital gap, eV: 9.7
Max |F|, eV/A: 1.76

---

A 2-piece molecular cluster, C23H28Cl2N4O5S4 overall at a distorted geometry, computed with ωB97M-V with the def2-TZVPD basis set.

```
66
Properties=species:S:1:pos:R:3:forces:R:3:lowdin_charge:R:1
Cl -0.096726 0.503182 -1.290733 -0.43 -0.33 -0.10 0.666
Cl -2.876545 1.449738 -0.028734 -0.03 -0.47 -0.32 0.665
S -2.185740 0.862579 -6.124587 -2.64 1.43 1.45 0.666
S -4.555264 -3.274259 -5.090521 1.10 0.40 -0.69 0.992
S 0.649109 0.771032 -5.004534 0.60 1.02 -1.08 1.015
S -5.142560 -1.467350 -7.417364 0.86 -0.51 1.09 0.659
O -2.633041 0.611542 -4.746608 1.64 -0.31 -2.04 -0.300
O -3.036449 1.799223 -6.868578 2.05 -1.33 0.29 -0.305
O -0.793223 -2.398898 -5.222765 -1.82 -0.04 -0.17 0.087
O 4.078364 1.908406 3.219416 -0.18 -0.33 0.17 0.046
O 3.304544 0.407015 7.443485 0.24 -0.27 -0.18 0.027
N 4.883779 1.326829 5.226580 0.21 -0.43 1.19 0.024
N -2.210701 -0.610819 -7.015861 0.32 -1.30 1.34 -0.044
N 2.010939 1.469173 5.941166 -0.10 0.05 -0.89 0.112
N -2.713007 -1.791640 -6.337532 -0.88 0.73 0.39 -0.114
C -3.918741 -0.798811 -1.166219 0.31 -0.16 -0.19 -0.083
C 0.514505 -0.369951 3.581378 -0.59 0.37 0.29 -0.426
C -2.631854 -2.427549 -2.430728 0.02 0.44 0.39 -0.226
C -3.852290 -1.992296 -1.894977 0.48 0.49 0.14 -0.035
C -0.556499 -0.161698 2.509299 0.57 -0.12 -0.07 -0.095
C 6.232697 1.855775 5.037239 -0.53 -0.02 -0.40 -0.055
C 1.928212 1.737730 -5.731853 -0.81 -0.03 -0.33 -0.365
C -4.066084 -2.113089 -6.318742 -1.77 1.12 -1.61 -1.061
C -1.487260 -1.640928 -2.224316 -0.28 0.15 0.13 -0.056
C -2.528221 -3.737979 -3.179442 0.30 0.40 0.02 -0.148
C 1.499803 2.465583 -6.816812 -0.98 -0.60 0.39 -0.162
C 1.451484 0.853805 3.619761 0.49 -0.56 0.10 -0.113
C -0.467286 1.378249 -6.198538 -0.40 -0.32 0.27 -0.611
C -1.998528 -2.534576 -5.406012 3.43 0.29 0.23 -0.419
C -1.549486 -0.445768 -1.502404 -0.24 -0.13 -0.05 -0.645
C 2.530568 0.809266 4.731490 -0.30 -0.10 -0.06 -0.186
C -0.200294 -0.664608 4.901104 0.56 -0.05 -0.14 -0.078
C 0.088702 2.259844 -7.091311 0.61 -0.09 0.39 -0.127
C -2.771260 -0.025471 -0.961129 0.01 -0.11 -0.09 -0.657
C 2.414188 1.206716 7.184446 0.33 -0.23 1.00 -0.549
C 1.719118 1.953441 8.296984 0.02 -0.07 -0.10 0.008
C -2.793396 -3.626390 -4.694500 -0.66 0.24 0.03 -0.424
C 3.905470 1.383881 4.316109 -0.02 1.10 -1.12 -0.448
H 2.173441 1.673321 9.246744 -0.05 0.02 -0.16 0.086
H 6.175375 2.884781 4.676433 0.08 -0.09 -0.02 0.084
H -0.872188 -1.512748 4.771122 -0.07 0.02 0.08 0.077
H 0.664095 1.686399 8.303863 -0.12 0.14 0.07 0.083
H 1.287004 2.157714 5.819333 0.01 -0.01 -0.12 0.144
H -2.521396 -4.575333 -5.162283 -0.02 0.08 -0.09 0.126
H 0.524678 -0.922000 5.672359 -0.10 0.03 0.24 0.069
H 2.138002 3.124388 -7.399167 -0.15 -0.16 0.16 0.105
H 1.103535 -1.247082 3.311876 0.17 -0.07 -0.03 0.136
H -1.521983 -4.145245 -3.030759 -0.14 0.03 -0.16 0.128
H 6.762305 1.253579 4.297024 0.09 0.12 0.01 0.084
H 2.945316 1.749511 -5.354676 -0.31 -0.21 0.17 0.073
H -0.777380 0.204633 5.215546 -0.09 0.02 0.12 0.081
H -3.229430 -4.457717 -2.744396 0.04 0.03 -0.20 0.121
H 1.942936 0.878975 2.646554 0.16 0.29 0.11 0.117
H 6.780342 1.834877 5.980637 -0.22 -0.08 -0.07 0.084
H 2.720380 -0.239038 4.966470 -0.06 -0.10 0.29 0.150
H -1.184182 -1.049159 2.433046 -0.11 0.03 -0.05 0.081
H 0.867755 1.770964 3.708257 -0.06 0.13 -0.02 0.123
H 1.832014 3.024218 8.141281 -0.14 0.12 0.06 0.084
H -1.179301 0.698138 2.755903 -0.08 0.03 -0.05 0.076
H -0.080429 0.008934 1.544515 -0.16 0.09 -0.13 0.039
H -4.755289 -2.578632 -2.036690 0.11 0.06 0.04 0.106
H -4.864395 -0.462703 -0.752769 0.16 -0.02 -0.04 0.108
H -0.458649 2.756354 -7.891449 0.07 -0.21 0.29 0.120
H -2.745727 -0.398097 -7.853098 -0.40 -0.54 -0.06 0.069
H 4.653197 0.898459 6.117788 0.03 -0.03 -0.11 0.098
H -0.527053 -1.948419 -2.627118 -0.14 0.00 0.01 0.113
```
Positions in Å, forces in eV/Å.

## Properties
LUMO energy, hartree: -0.01465
Orbital gap, eV: 8.8
Max |F|, eV/A: 3.45
Structure (SMILES): O=C1[C@@H](Cc2ccc(Cl)c(Cl)c2)SC(=S)N1NS(=O)(=O)c1cccs1.CNC(=O)[C@H](CC(C)C)NC(C)=O

---

One molecule with the formula C23H28ClN3O2S, computed with ωB97M-V with the def2-TZVPD basis set.

```
58
Properties=species:S:1:pos:R:3:forces:R:3:lowdin_charge:R:1
Cl -2.913263 5.136229 -0.503616 0.03 0.23 0.06 0.672
S -3.769802 -0.885892 -1.925790 -0.20 -0.01 -0.08 1.074
O 4.955407 -2.048450 6.781435 0.24 -0.09 0.34 0.043
O -0.445650 0.488577 -1.612542 -0.06 0.07 -0.13 -0.106
N 2.168032 0.187200 0.901527 -0.04 0.03 0.08 -0.173
N 4.082607 -0.559824 2.888044 0.07 0.12 -0.28 -0.221
N 3.300113 -1.358058 5.408878 -0.54 0.18 0.13 0.170
C 4.544606 -1.809169 5.666873 0.14 -0.17 -0.32 -0.566
C -0.572222 -3.638923 -3.612257 0.05 -0.07 -0.03 -0.081
C 0.672400 -0.138795 -1.033720 0.23 -0.13 0.18 -0.184
C -1.802560 1.043317 -3.496862 0.21 -0.03 0.23 -0.060
C -3.106926 3.467949 -0.910482 -0.05 -0.26 -0.02 -0.667
C 5.373648 -2.044674 4.408238 0.10 0.17 0.07 -0.088
C -1.815545 -4.077582 -3.183287 0.06 0.01 -0.05 -0.082
C -2.574832 1.616497 -2.351897 -0.22 0.11 -0.01 -0.233
C 2.492816 1.062152 2.013221 0.28 0.09 -0.05 -0.179
C 0.853180 0.464391 0.358230 -0.11 -0.03 -0.32 -0.163
C -1.161118 -1.360337 -3.018111 0.19 0.02 0.03 -0.185
C -2.719116 -3.169314 -2.678418 -0.07 0.15 0.06 -0.126
C -4.069133 1.333937 -0.475149 0.09 -0.13 -0.12 -0.104
C -2.429393 2.950062 -2.000192 -0.11 0.00 0.05 -0.055
C -2.407103 -1.810571 -2.587715 0.00 0.19 0.17 -0.437
C 3.758551 -1.436587 1.775963 -0.26 -0.18 -0.06 -0.166
C 3.931695 0.819500 2.457273 -0.25 0.20 0.05 -0.171
C 2.322654 -1.192773 1.324391 0.25 -0.11 -0.10 -0.169
C -0.724641 0.082383 -2.944700 -0.02 -0.08 -0.16 -0.278
C -3.389401 0.805689 -1.567960 0.06 -0.18 -0.11 -0.460
C -3.934748 2.665719 -0.140817 0.05 0.17 -0.06 -0.104
C 5.392255 -0.837067 3.465149 0.07 -0.15 0.04 -0.186
C -0.262597 -2.296775 -3.525085 -0.06 0.01 -0.01 -0.041
H -2.078116 -5.122738 -3.242252 -0.04 -0.09 0.00 0.105
H 4.436366 -1.260001 0.923804 0.00 -0.04 0.05 0.131
H -4.457531 3.075455 0.708584 -0.04 0.06 0.06 0.106
H 0.516465 -1.225867 -0.983869 0.05 0.11 -0.03 0.121
H 0.148492 -4.336511 -4.010245 0.06 -0.07 -0.03 0.102
H 2.387270 2.098411 1.686104 -0.03 -0.01 0.04 0.123
H 3.862723 -2.475227 2.094065 0.02 0.00 -0.04 0.118
H 5.701358 0.041535 4.037450 0.01 -0.01 -0.07 0.127
H 4.969533 -2.920691 3.898257 0.04 -0.06 -0.02 0.110
H 1.633513 -1.437192 2.153599 0.00 -0.02 -0.05 0.131
H 0.041534 0.110369 1.015970 0.03 0.06 0.02 0.135
H 2.097828 -1.849647 0.483310 -0.02 -0.05 0.05 0.118
H 4.168323 1.480316 3.294664 0.02 -0.02 -0.03 0.124
H 0.704723 -1.949964 -3.861425 0.10 0.05 -0.03 0.115
H -3.692490 -3.493709 -2.341814 -0.10 -0.11 0.04 0.095
H 6.144996 -1.004808 2.677502 -0.04 0.08 0.05 0.125
H 1.575283 0.054730 -1.633091 -0.04 -0.03 0.06 0.138
H -1.326616 1.847460 -4.056442 -0.02 0.00 -0.02 0.121
H 4.607903 1.054670 1.619179 0.01 0.02 0.05 0.130
H 3.113351 -1.001984 4.475638 -0.01 0.01 0.07 0.068
H -1.785796 3.589198 -2.584581 0.07 0.08 -0.04 0.115
H 2.715614 -1.094709 6.185315 0.08 -0.06 0.04 0.110
H 6.393204 -2.274750 4.718221 -0.09 -0.03 0.03 0.120
H 0.196356 0.185320 -3.543682 -0.17 -0.04 0.10 0.149
H -4.704216 0.688091 0.111779 -0.04 -0.05 0.11 0.102
H 1.815795 0.895375 2.870635 0.02 0.04 -0.01 0.128
H -2.463176 0.492921 -4.170958 0.02 0.06 -0.01 0.131
H 0.745423 1.546110 0.250174 -0.01 -0.03 0.04 0.128
```
Positions in Å, forces in eV/Å.

## Properties
LUMO energy, hartree: 0.02177
Orbital gap, eV: 8.6
Energy relative to the best compared isomer or geometry (same formula, charge and spin), eV: 0.000
Max |F|, eV/A: 0.59
Structure (SMILES): NC(=O)CCN1CCN(CCO[C@@H]2Cc3cc(Cl)ccc3Sc3ccccc32)CC1